C52H63Br2Cl2F9I2N2O28 as an isolated structure in a non-equilibrium geometry, computed with ωB97M-V/def2-TZVPD.

```
160
C52H63Br2Cl2F9I2N2O28 ωB97M-V/def2-TZVPD
O 10.767 -8.308 -0.093
H 12.805 -0.971 -3.968
C 5.891 -3.950 2.149
C 2.067 8.867 2.277
H -1.182 -0.208 0.663
H 2.630 1.071 1.232
H -7.224 1.588 5.355
C -0.808 0.639 1.361
H -6.294 3.474 2.199
C -3.462 4.593 -4.960
F -13.673 -2.963 1.182
H -5.111 5.894 0.854
C 1.210 7.918 3.053
O 6.687 -6.633 -6.844
O 2.606 8.030 1.263
H -0.949 0.806 3.683
Br -2.323 3.185 7.104
C -4.426 5.374 1.632
C 12.970 -8.280 0.496
H -2.639 6.384 2.736
O -4.004 5.327 -3.948
O 4.611 -3.493 2.063
H -11.951 -3.115 -1.158
C 6.103 -8.181 -5.285
N -6.100 3.050 3.115
C -7.243 1.142 1.707
C -7.479 1.094 4.345
H -0.731 -2.006 3.646
F 10.477 -4.202 -0.232
Br -3.817 5.186 5.061
H -9.070 -1.708 3.144
C -12.395 -2.621 0.896
H 1.323 4.236 1.163
H -2.512 6.359 0.826
I -3.639 0.229 -0.841
H 6.112 -1.431 3.215
C -3.256 2.411 5.499
O 9.445 -5.875 -4.204
C -1.586 2.059 1.026
C 8.471 -5.113 -1.047
C -10.378 -3.261 1.531
H -2.134 0.519 5.777
C -3.943 4.009 0.985
H 8.140 -7.769 -5.881
F 10.720 -1.538 -2.013
O -3.808 3.485 -5.246
F 0.133 8.550 3.575
C 4.365 -2.745 3.247
H 1.740 7.376 3.842
H -0.958 4.304 0.892
H -3.423 0.327 4.479
C 5.745 -2.355 3.671
H 7.394 -6.483 -4.914
C 2.923 1.768 2.107
F -3.793 7.479 -3.338
F 12.187 -9.527 -1.338
O -2.608 2.037 2.080
C 1.602 2.551 2.661
H -13.169 -1.197 -6.001
C 9.636 -4.212 -1.294
O 8.173 -5.591 -2.354
H 0.307 0.667 1.151
C -8.072 -0.186 1.743
C 1.749 6.981 1.126
C 10.771 -1.384 -3.360
H 10.821 -2.364 -3.843
H 12.159 -7.519 -1.387
O 6.391 -4.699 1.360
H -2.133 0.835 -3.336
O -10.445 -3.562 0.205
C -3.850 2.676 1.841
O 6.535 -3.445 3.238
C -1.105 0.075 2.832
H 2.026 3.326 3.408
H 3.863 -3.382 3.981
C 5.330 -6.744 -6.775
O 1.851 6.134 0.286
C -4.655 2.661 3.276
H -10.497 -2.276 -4.932
C -1.711 2.356 -1.686
H 6.154 -9.161 -5.769
C 11.871 -0.449 -3.753
H 3.435 1.148 2.916
C -0.715 3.315 1.446
C -2.360 1.937 -3.114
C 9.316 -5.471 -3.082
O 10.296 -4.828 -2.384
C -8.490 -0.709 3.136
H -2.168 -0.376 2.792
C -12.492 -2.029 -5.791
O -13.416 -3.430 -2.848
C 0.895 3.201 1.379
H -6.851 1.600 0.729
H 3.615 2.559 1.660
H -0.107 -1.707 1.956
H -2.389 6.099 -2.931
H 9.365 -3.189 -1.560
C 9.990 0.051 -4.848
H 0.957 1.839 3.270
O 11.347 0.163 -4.922
F 6.045 -8.337 -3.940
C -3.200 6.451 1.750
H 13.158 -9.261 0.941
O -9.371 -3.307 2.180
H -12.341 -1.555 0.658
H 1.491 9.674 1.814
H -1.936 2.541 -3.978
H -3.887 0.445 6.311
C -2.093 1.794 -0.440
C -3.916 3.246 4.532
O 9.606 -0.706 -3.780
N -8.240 -0.110 4.406
H -3.051 7.250 -5.704
H 8.721 -5.957 -0.398
H -5.068 5.323 2.566
O 12.232 -7.481 1.411
H -1.919 4.385 2.975
F 5.834 -2.268 5.020
O -13.187 -3.032 -5.063
O 4.940 -7.501 -5.711
H 3.732 -1.881 3.042
O -11.591 -2.896 2.028
H -4.750 1.522 3.475
H -3.493 2.159 -3.094
Cl 1.504 -0.848 3.691
H -1.448 6.977 -4.989
H 2.858 9.307 2.886
C -6.935 1.806 3.089
O 4.576 -6.245 -7.557
C -0.147 -1.237 3.011
C 12.051 -8.349 -0.682
C -11.821 -3.516 -0.154
O 10.013 -7.128 1.689
H 1.166 2.513 0.487
O -2.473 5.276 -5.604
H -4.518 1.906 1.274
C -3.197 0.830 5.465
O -11.983 -1.839 -3.577
C -0.939 3.808 3.000
H -0.892 2.959 3.748
Cl -5.160 3.680 -0.421
H -12.238 -4.526 -0.122
C 7.205 -7.247 -5.670
C -3.093 6.382 -3.720
H -12.114 -2.421 -6.736
C -11.393 -1.654 -4.848
H -3.690 7.492 1.668
C 10.920 -7.598 1.061
I -0.166 3.825 -1.897
C -2.465 6.588 -5.061
H 7.620 -4.583 -0.619
F -11.059 -0.350 -4.984
O 0.765 7.008 2.067
O 9.232 0.548 -5.625
H -8.275 -0.702 0.746
C -12.911 -2.822 -3.746
H 13.926 -7.816 0.252
H 12.063 0.317 -2.996
H -0.129 4.594 3.253
H -2.998 4.272 0.374
```

## Properties
HOMO level = -8.52 eV
frontier orbital gap = 0.300 hartree
net charge = 0

Mulliken population analysis, charges in e, atoms 1 to 4:
1 O -0.27
2 H 0.29
3 C 0.65
4 C -0.50

---

C3H2CuFNaO3 as an isolated structure in a non-equilibrium geometry, computed with ωB97M-V/def2-TZVPD.

```
11
C3H2CuFNaO3 ωB97M-V/def2-TZVPD
C -0.474 0.842 0.139
Cu 1.636 -0.526 1.824
O 1.129 -1.826 0.081
Na -2.738 -0.342 -1.857
O -0.569 0.146 -0.925
C 0.566 1.543 0.660
C 0.413 -1.827 -0.878
H 0.403 2.196 1.517
H 1.456 1.656 0.038
F -1.539 0.612 0.980
O -0.283 -2.473 -1.580
```

## Properties
multiplicity = 2
HOMO level (spin up / spin down) = -4.62 / -7.60 eV
frontier orbital gap (spin up / spin down) = 0.106 / 0.215 hartree
energy above the lowest of the compared OMol25 structures with the same formula, charge and spin = 10.9 kcal per mole
net charge = 0

Mulliken population analysis, charges in e, atoms 1 to 4:
1 C 0.88
2 Cu -0.15
3 O -0.24
4 Na 0.94

---

C24H35CsN4O5Se2 as an isolated structure, computed with ωB97M-V/def2-TZVPD.

```
71
C24H35CsN4O5Se2 ωB97M-V/def2-TZVPD
H 7.256 -0.898 0.526
C 1.089 -3.965 0.548
H 1.766 -2.434 4.357
C -3.041 -0.688 -2.143
H -3.414 4.552 -0.771
H -2.883 3.862 2.767
H 1.265 -4.445 -0.397
C -0.526 1.064 -2.758
C -4.613 -1.067 -0.335
H 0.416 1.559 -2.527
Se 0.365 2.883 -0.092
C -4.102 3.755 -0.479
H 0.178 -3.198 4.565
C 6.391 -1.382 0.066
C -1.067 1.780 -0.405
H -0.272 5.115 -3.750
N 0.977 -3.331 2.647
C 0.331 -2.380 1.940
C 1.457 -4.307 1.797
C -2.904 0.546 -0.055
O 5.976 -4.218 3.720
H -0.308 0.027 -3.024
C -2.199 2.126 1.788
H 5.373 -4.523 4.414
H -2.245 1.306 -4.016
H -4.645 -2.098 -2.215
O 4.716 -0.857 -1.528
C 6.180 -2.810 1.863
C -2.435 0.263 -1.336
H -2.671 -0.906 -3.136
H -2.085 4.195 1.247
C -0.256 -2.069 -0.441
H -2.167 3.652 -4.381
H -5.470 -1.606 0.044
C 5.583 -0.379 -0.763
H -4.668 4.523 1.430
H -1.308 -1.908 -0.210
O 4.143 -3.063 3.155
C -1.264 1.772 -3.891
C 5.293 -3.339 2.957
O 5.515 -1.856 1.100
H -4.365 0.081 1.468
H 0.208 -1.093 -0.593
H 0.631 3.748 -3.127
H -5.084 3.996 -0.890
H -3.769 2.837 -0.965
C -1.417 3.276 -3.680
H 6.502 -3.669 1.256
H 2.033 -5.139 2.159
C -4.164 3.635 1.043
C 1.151 -3.288 4.085
C -4.003 -0.116 0.469
C -2.800 3.525 1.731
N 0.383 -2.778 0.648
H -1.817 3.466 -2.679
C -0.114 4.043 -3.867
H -4.797 2.788 1.331
H -1.209 2.151 2.242
N -1.305 1.046 -1.527
C -4.141 -1.349 -1.620
H -2.820 1.454 2.381
H 6.711 -2.229 -0.551
Se -0.429 -0.840 2.594
H 7.085 -2.404 2.336
Cs 3.048 0.690 0.107
H -0.161 -2.669 -1.344
H -0.715 1.585 -4.818
N -2.052 1.500 0.479
O 5.736 0.830 -0.478
H 1.645 -4.204 4.396
H 0.300 3.871 -4.863
```

## Properties
HOMO level = -7.51 eV
frontier orbital gap = 0.283 hartree
energy above the lowest of the compared OMol25 structures with the same formula, charge and spin = 11.3 kcal per mole
net charge = 0

Mulliken population analysis, charges in e, atoms 1 to 4:
1 H 0.33
2 C -0.46
3 H 0.32
4 C -0.59

---

A 2-piece molecular cluster, C3H4O4 overall in a non-equilibrium geometry, computed with ωB97M-V/def2-TZVPD.

```
11
C3H4O4 ωB97M-V/def2-TZVPD
C -0.036 1.254 -0.113
C -0.651 0.865 1.109
C 0.774 0.142 -0.710
H -0.099 -3.212 -0.818
H -0.170 0.260 1.936
O 0.756 -3.558 -0.572
H 1.431 0.454 -1.500
O -1.865 1.103 1.256
O 0.877 -0.993 -0.306
O -0.142 2.420 -0.529
H 1.314 -2.841 -0.124
```

## Properties
HOMO level = -10.67 eV
frontier orbital gap = 0.307 hartree
SMILES = O=CC(=O)C=O.O
energy above the lowest of the compared OMol25 structures with the same formula, charge and spin = 69.2 kcal per mole
net charge = 0

Mulliken population analysis, charges in e, atoms 1 to 4:
1 C 0.57
2 C -0.02
3 C -0.04
4 H 0.29

---

An isolated molecule of C22H26N4O6S in a non-equilibrium geometry, computed with ωB97M-V/def2-TZVPD.

```
59
C22H26N4O6S ωB97M-V/def2-TZVPD
H 1.560 4.376 -1.275
C -3.989 1.254 1.154
C 3.086 3.757 0.103
O 4.035 -2.566 0.409
H -1.998 4.009 1.560
C -0.943 -2.007 -0.742
H 3.440 4.766 0.333
H -2.187 -3.788 -0.753
H 2.003 1.413 0.452
N -1.556 0.959 -1.556
H -1.395 -1.796 2.706
C -1.805 2.497 0.032
O -0.644 1.922 -1.638
H -1.036 -0.996 -1.141
H 2.368 3.458 0.875
C 5.335 0.892 0.140
H -3.980 2.880 2.559
C 0.520 -0.814 0.796
C 2.434 3.733 -1.275
H -2.873 -3.380 1.573
H -1.846 -0.497 1.605
O 4.255 2.960 0.169
C -1.682 -1.574 1.676
H -0.169 -2.521 -1.315
C 2.954 -0.476 0.432
H 4.577 -3.744 -1.963
H 6.259 1.438 0.033
O -4.257 -0.872 -1.945
C -0.522 -1.936 0.740
H 6.029 -3.068 0.655
S -4.205 -0.892 -0.517
C -3.428 0.637 0.076
C -2.320 1.262 -0.524
C 4.157 -1.194 0.333
C -2.281 -2.713 -0.944
C 5.146 -3.376 0.083
C 5.447 -3.394 -1.412
C -3.483 2.463 1.696
C 5.341 -0.489 0.193
H -4.854 0.790 1.601
H 2.120 2.726 -1.536
H -3.816 -1.911 1.895
H 3.139 4.082 -2.025
C 4.143 1.607 0.222
H 5.699 -2.398 -1.767
C -2.973 -2.316 1.334
O -5.432 -0.981 0.220
H 6.287 -1.003 0.126
H -0.085 -2.892 1.044
N -3.302 -2.206 -0.064
N -0.771 2.851 -0.704
C 2.949 0.908 0.372
H 1.958 -2.227 0.502
H 4.855 -4.376 0.418
N 1.783 -1.233 0.572
H 6.281 -4.062 -1.609
C -2.401 3.094 1.159
H -2.636 -2.559 -1.963
O 0.188 0.347 0.953
```

## Properties
HOMO level = -7.79 eV
frontier orbital gap = 0.253 hartree
SMILES = CCOc1ccc(OCC)c(NC(=O)C2CCN(S(=O)(=O)c3cccc4nonc34)CC2)c1
energy above the lowest of the compared OMol25 structures with the same formula, charge and spin = 118.2 kcal per mole
net charge = 0

Mulliken population analysis, charges in e, atoms 1 to 4:
1 H 0.33
2 C -0.14
3 C -0.43
4 O -0.51

---

A 12-piece molecular cluster, C6H35NO12 overall in a non-equilibrium geometry, computed with ωB97M-V/def2-TZVPD.

```
54
C6H35NO12 ωB97M-V/def2-TZVPD
H -2.615 2.764 -3.106
H -2.340 1.969 -0.108
H 1.757 2.073 -1.193
H 0.614 4.574 -0.163
H 2.653 0.498 -0.843
H 2.642 -2.667 3.181
H -0.143 -3.585 -0.775
H 1.104 -1.431 0.150
H -1.181 2.370 3.883
H 1.185 0.510 -1.749
H 1.508 -3.035 1.883
H -0.924 4.154 0.141
O -1.079 2.626 1.351
H -3.767 1.104 -1.337
O 1.799 -3.905 -3.130
H 1.170 -1.103 -3.209
H 2.309 -4.155 -2.355
H 0.037 -1.097 1.429
H 1.096 1.458 1.108
H -0.546 0.401 4.647
O -2.260 2.475 -2.259
O 1.534 -1.501 -4.008
O 0.396 -4.370 -0.931
H 1.891 -0.374 2.921
H 0.312 2.314 4.446
H -2.942 -0.968 -0.875
H -3.981 -1.896 -1.456
O -3.063 -1.881 -1.145
H -4.915 0.416 -0.800
O 1.212 4.319 1.752
C 1.666 1.005 -0.912
C -1.366 1.941 0.386
H -0.486 -2.841 -2.922
O -0.278 4.444 -0.507
O -0.991 -2.030 -3.002
H -1.714 -1.850 -2.375
O -0.356 1.876 3.912
H 3.190 -2.688 1.570
N -0.578 0.916 -0.016
H 0.036 -4.695 -1.764
H 2.977 -0.507 1.500
C 0.930 -0.681 0.963
H 2.078 -2.987 -3.382
H 0.111 -1.054 4.557
H 2.022 3.958 2.107
C 2.332 -2.380 2.178
H 0.718 -1.618 -4.512
H -1.457 2.998 -2.104
C 2.087 -0.897 1.970
H 0.358 3.924 1.964
H -0.819 0.542 -0.935
O -4.297 0.316 -1.551
C 0.807 0.719 0.331
O -0.432 -0.465 5.095
```

## Properties
HOMO level = -10.34 eV
frontier orbital gap = 0.380 hartree
SMILES = CCC[C@@H](C)NC=O.O.O.O.O.O.O.O.O.O.O.O
energy above the lowest of the compared OMol25 structures with the same formula, charge and spin = 79.5 kcal per mole
net charge = 0

Mulliken population analysis, charges in e, atoms 1 to 4:
1 H 0.25
2 H 0.37
3 H 0.27
4 H 0.33

---

A 6-piece molecular cluster, C20H54N2O12 overall in a non-equilibrium geometry, computed with ωB97M-V/def2-TZVPD.

```
88
C20H54N2O12 ωB97M-V/def2-TZVPD
H -4.036 -2.692 2.558
H 1.001 5.249 -0.980
N 1.332 0.899 -2.358
H -0.177 4.426 -4.563
C 3.694 3.319 0.116
H -0.785 3.172 -5.585
H -2.185 -0.794 5.076
H -3.224 -5.474 -2.073
H -1.047 1.720 2.512
C 0.768 0.459 -3.648
O -2.808 -1.430 -0.443
H 4.694 3.053 0.458
O 2.921 -3.082 -0.642
H 0.861 0.353 5.542
H -5.103 -5.266 -5.101
H -4.564 -3.549 -2.311
H 2.180 -2.477 -0.714
C 3.373 1.198 -1.028
H -1.148 0.828 -4.764
O 5.170 -1.513 -1.627
H -2.657 -5.505 -4.672
O 3.378 2.672 -1.158
C 0.376 4.379 -0.781
C -2.988 -4.621 -2.708
O -3.141 -0.846 2.510
C 0.845 2.152 4.261
C -3.596 -2.088 4.602
H -2.834 1.007 5.691
H 0.778 0.005 3.939
C -0.091 3.359 -4.766
H -1.932 2.355 5.511
H -1.264 -0.235 -1.239
H 0.564 -0.611 -3.690
H 3.327 0.828 -3.218
H 4.555 -1.897 -2.256
H 1.185 1.896 -2.306
O -1.070 0.580 4.737
C -0.449 -1.426 0.206
H -3.264 -3.915 -4.632
H -4.414 -1.438 4.909
H -1.905 -4.499 -2.704
H 2.836 -0.499 -2.161
C -0.531 2.670 2.378
O -3.615 -3.418 -2.241
H 5.620 -3.335 -0.736
H 0.853 3.549 -1.303
H 5.976 -1.873 0.164
C -0.637 1.178 -3.867
C -0.458 2.931 0.887
H -0.559 4.630 -1.281
H 3.786 4.371 -0.157
H 3.392 -1.550 0.595
C -3.398 -4.889 -4.162
C -1.785 1.301 5.745
O -4.730 -5.340 -4.220
O -2.392 -1.681 5.380
C -3.294 -2.100 3.094
H 0.826 -0.481 -0.886
H 2.783 3.228 0.707
H 1.479 0.592 -4.463
H -4.029 -3.037 4.921
H -2.776 -0.966 1.630
C 3.846 -2.459 0.201
H -0.679 -0.788 1.058
O 0.123 4.202 0.584
H 0.178 2.177 0.423
H -0.570 -2.379 0.721
O -0.490 2.626 -3.662
H -1.432 -1.902 -1.772
H -3.300 -2.090 -0.936
C 0.363 0.723 4.646
H 4.359 0.822 -0.757
H 0.956 3.112 -4.942
C -1.495 -1.246 -0.904
C 2.775 0.579 -2.312
H -2.404 -2.700 2.905
O 0.859 -1.291 -0.372
H 1.896 2.067 4.539
H -1.454 2.895 0.447
H -0.991 3.496 2.921
H 1.320 3.360 2.616
H -1.284 0.784 -3.083
H 3.923 -3.135 1.052
H -1.427 1.276 6.774
C 5.243 -2.342 -0.491
H 2.782 1.001 -0.134
N 0.851 2.501 2.865
H 0.380 2.878 4.928
```

## Properties
multiplicity = 2
HOMO level (spin up / spin down) = -11.52 / -11.52 eV
frontier orbital gap (spin up / spin down) = 0.331 / 0.130 hartree
energy above the lowest of the compared OMol25 structures with the same formula, charge and spin = 0.0 kcal per mole
net charge = +1

Mulliken population analysis, charges in e, atoms 1 to 4:
1 H 0.48
2 H 0.37
3 N 0.29
4 H 0.25

---

An isolated molecule of C12H21NO3Si in a non-equilibrium geometry, computed with ωB97M-V/def2-TZVPD.

```
38
C12H21NO3Si ωB97M-V/def2-TZVPD
C 0.047 2.160 -1.473
C 2.069 0.659 1.390
H 0.923 -2.109 -1.284
O -0.568 -1.341 -0.154
C -0.121 -2.334 -1.029
C 1.805 -0.222 2.593
C 2.503 2.289 -0.843
C 1.015 1.115 0.603
C -3.548 -1.919 -1.376
H -1.765 0.152 2.278
C 3.550 1.913 -0.024
H 0.028 0.281 -2.631
H 2.696 2.903 -1.688
H 4.193 0.663 1.574
H 0.379 2.810 -2.297
H 1.052 0.230 3.233
Si -1.553 -0.167 -0.795
H 0.039 0.790 0.910
H -1.454 1.276 -2.644
H -0.741 2.711 -0.921
C 3.350 1.055 1.024
H -4.203 -2.154 -2.193
H 2.732 -0.310 3.170
H -0.195 -3.302 -0.494
H -0.757 -2.286 -1.928
C -2.570 0.137 1.580
H 0.625 -1.549 1.641
O -2.791 -0.804 -1.723
H 4.540 2.235 -0.259
N 1.402 -1.570 2.265
H -2.884 -2.758 -1.186
C -0.609 0.936 -2.027
H -4.107 -1.726 -0.425
H -3.445 0.630 2.002
O -2.142 0.783 0.432
H -2.850 -0.912 1.366
H 2.145 -2.121 1.898
C 1.213 1.856 -0.567
```

## Properties
HOMO level = -8.65 eV
frontier orbital gap = 0.346 hartree
SMILES = CO[Si](CCc1cccc(CN)c1)(OC)OC
energy above the lowest of the compared OMol25 structures with the same formula, charge and spin = 0.0 kcal per mole
net charge = 0

Mulliken population analysis, charges in e, atoms 1 to 4:
1 C -0.99
2 C 0.25
3 H 0.25
4 O 0.13

---

Number 1: E_tot -321035.2094 eV. Number 2: E_tot -61057.5542 eV. Number 3: E_tot -172897.0528 eV. Number 4: E_tot -11363.0122 eV. Number 5: E_tot -52313.8878 eV. Number 6: E_tot -32850.1580 eV. Number 7: E_tot -49151.6711 eV. Number 8: E_tot -28297.7925 eV.